A:
DFT (ωB97M-V/def2-TZVPD) results for one molecule with the formula C4H9NO2S2.

Results
Kohn-Sham gap, Eh: 0.3559
SMILES: CS[C@@H]1N[C@H]1S(C)(=O)=O
Lowest unoccupied orbital energy, Ha: 0.019

Geometry as ORCA input:
```
! RIJCOSX wB97M-V def2-TZVPD def2/J DEFGRID3
* xyz 0 1
C -2.59503 0.62568 -1.61947
S -1.05471 0.05217 -2.49551
C 0.10297 0.51191 -1.12095
N 1.41186 -0.04218 -0.85807
C 0.19954 -0.44433 -0.00312
S 0.42663 0.24854 1.63761
C 2.11718 -0.17935 2.12920
O -0.53944 -0.24194 2.53613
O 0.60109 1.67403 1.58388
H -3.35010 -0.08026 -2.10748
H -2.75697 1.78764 -1.78648
H -2.47555 0.29351 -0.62692
H 0.07544 1.62951 -1.08002
H 1.70983 -0.78585 -1.50164
H -0.23412 -1.50486 -0.10670
H 2.23842 0.39236 2.93854
H 2.23344 -1.25146 2.34606
H 2.68809 0.17795 1.39951
*
```

These are the Mulliken partial charges, in e, on atoms 1 to 6:
1 C -0.723
2 S -0.089
3 C -0.166
4 N -0.561
5 C -0.190
6 S 1.205


B:
DFT (ωB97M-V/def2-TZVPD) results for one molecule with the formula C4H9NO2S2.

Results
Kohn-Sham gap, Eh: 0.3494
SMILES: CCNC(S)(S)C(=O)O
Lowest unoccupied orbital energy, Ha: 0.017

Geometry as ORCA input:
```
! RIJCOSX wB97M-V def2-TZVPD def2/J DEFGRID3
* xyz 0 1
C -2.49029 0.26406 -0.08105
C -1.11350 -0.41746 0.46026
N -0.14010 -0.29253 -0.61589
C 1.18977 -0.29240 -0.26459
S 2.34550 0.00593 -1.70365
S 1.71695 -1.82297 0.72552
C 1.51854 0.95194 0.60647
O 2.08000 0.92274 1.65626
O 0.93490 2.03314 0.09679
H -2.47709 1.26603 0.24252
H -2.40523 0.26974 -1.19316
H -3.29120 -0.46525 0.23818
H -1.31446 -1.44459 0.84531
H -0.65270 0.21280 1.12610
H -0.33320 -0.80253 -1.46282
H 2.91372 -1.19359 -1.53447
H 0.88634 -1.38464 1.64365
H 0.63204 2.18957 -0.78544
*
```

These are the Mulliken partial charges, in e, on atoms 1 to 6:
1 C -1.025
2 C -0.417
3 N -0.205
4 C -0.099
5 S -0.174
6 S -0.150


C:
DFT (ωB97M-V/def2-TZVPD) results for C4H9NO2S2 as an isolated structure.

Results
Kohn-Sham gap, Eh: 0.3081
Lowest unoccupied orbital energy, Ha: 0.020

Geometry as ORCA input:
```
! RIJCOSX wB97M-V def2-TZVPD def2/J DEFGRID3
* xyz 0 1
C -2.33437 1.31552 1.16182
C 0.73427 -2.77467 -1.55715
C 1.16222 1.65230 0.28737
C 0.79504 -1.18075 0.83818
N -2.63606 2.11369 0.27080
O -0.81024 0.18399 -0.88438
O -1.12740 0.70310 1.44601
S 1.82603 -1.65194 -0.60285
S -0.04897 0.26016 0.32123
H -3.02201 1.18345 1.98226
H -0.15885 -2.22615 -1.59128
H 0.86750 -3.76645 -0.95888
H 1.10265 -2.86550 -2.65350
H 0.77626 2.22590 -0.49960
H 1.15729 2.30473 1.28036
H 2.07766 1.22911 0.02220
H 1.52520 -0.74174 1.52463
H -1.88623 2.03527 -0.38720
*
```

These are the Mulliken partial charges, in e, on atoms 1 to 6:
1 C 0.097
2 C -0.632
3 C -1.024
4 C -0.768
5 N -0.547
6 O -0.700


Which structure loses on stability? C does.